Entry 1:
Below is a single C16H33FO5P2S3 molecule, with properties calculated with ωB97M-V with the def2-TZVPD basis set.

The geometry in XYZ format:
```
60
C16H33FO5P2S3 | OMol25 | ωB97M-V with the def2-TZVPD basis set
C 2.31707 0.00027 -4.95605
C 1.05921 -0.54758 -3.99895
O 0.58147 0.62183 -3.24492
C -0.43392 0.21077 -2.21627
C -0.16253 0.83601 -0.73186
F 1.35461 0.70983 -0.64291
C -0.48435 2.37276 -0.43410
P -1.20353 3.51547 -1.77533
C 0.29105 3.79224 -3.00313
C -2.69811 2.71686 -2.72137
C -2.37659 2.32191 -4.27303
O -1.30191 2.65158 0.79635
S -2.85901 1.99106 0.67988
O -3.87864 3.02753 1.28854
O -2.75826 0.59012 1.70658
C -2.17074 -0.42301 0.77004
S -3.39078 -0.63402 -0.61423
P -2.29763 -2.08259 1.79724
S -4.09572 -2.11047 2.57945
C -0.61726 -0.25762 0.42986
O 0.09855 0.10583 1.66597
C 1.08532 -0.89522 2.07437
C 1.29732 -0.88161 3.73421
C 2.43773 0.18911 4.23217
C 1.81852 -2.39350 4.21002
C 0.64405 -3.54208 4.13284
C 3.21256 -2.86465 3.48645
H 3.28042 -0.65344 -4.69533
H 2.12229 -0.16765 -6.09941
H 2.58654 1.10123 -4.65792
H 0.23419 -0.90695 -4.75013
H 1.52500 -1.40361 -3.34582
H -0.20989 -0.96089 -2.10309
H -1.52986 0.24939 -2.60885
H 0.54561 2.91696 -0.15003
H -0.03914 3.81641 -4.12273
H 0.65372 4.90199 -2.75065
H 1.20451 3.10325 -2.76274
H -3.54752 3.54906 -2.69295
H -3.13590 1.77278 -2.18767
H -1.28114 1.96697 -4.48090
H -3.18341 1.52564 -4.64263
H -2.56995 3.30117 -4.91959
H -3.90483 -1.96850 -0.59260
H -1.35285 -1.96312 2.91030
H -2.02959 -3.20206 0.93159
H -0.20919 -1.30926 0.03892
H 2.13375 -0.53247 1.63280
H 0.82906 -2.00516 1.81346
H 0.28141 -0.68734 4.30317
H 2.01441 1.28890 4.41022
H 3.40355 0.20242 3.56560
H 2.78830 -0.17273 5.31397
H 2.07245 -2.26854 5.36957
H -0.19640 -3.27922 4.90369
H 0.13210 -3.64191 3.07164
H 1.07793 -4.59608 4.39837
H 3.41964 -2.37500 2.44006
H 4.15758 -2.59279 4.16161
H 3.25874 -4.03028 3.32624
```

Total charge = 0
LUMO energy = 0.0000 Eh

Entry 2:
Below is a molecular structure, C48H92F24N9O17S8, with properties calculated with ωB97M-V with the def2-TZVPD basis set.

The geometry in XYZ format:
```
198
C48H92F24N9O17S8 | OMol25 | ωB97M-V with the def2-TZVPD basis set
C 3.80403 -1.14716 3.27951
C 3.67219 -1.59436 1.84474
C 4.93555 -2.32771 1.37826
O 4.74945 -2.70039 0.03285
C 5.95579 -3.17836 -0.59217
N 2.49056 -2.50176 1.60869
H 2.65667 -3.06032 0.76870
H 2.39103 -3.16287 2.37677
H 1.59923 -2.01062 1.44832
H 4.75045 -0.65954 3.50080
H 3.68770 -1.99772 3.95966
H 2.99754 -0.50515 3.63927
H 3.55923 -0.77497 1.13489
H 5.16327 -3.19348 2.01069
H 5.77377 -1.62958 1.45046
H 6.62103 -2.34058 -0.81487
H 5.63012 -3.65240 -1.51428
H 6.43428 -3.80330 0.16296
C -3.96883 1.86076 8.25284
C -3.76009 0.39178 8.39547
C -4.12825 -0.42612 7.14032
N -3.39302 -1.78889 7.17673
C -1.82958 -1.67195 7.11755
C -1.16387 -3.01980 6.77428
C -1.80326 -3.80054 5.64219
C -3.29903 -3.97136 5.86243
C -3.95963 -2.61335 6.04108
C -3.65599 -2.49764 8.51249
H -4.79344 2.09610 7.57208
H -3.08323 2.27599 7.77424
H -4.28930 2.32199 9.18400
H -4.33959 -0.05832 9.20796
H -2.75140 0.17493 8.75227
H -3.67903 0.01264 6.24688
H -5.18030 -0.61809 6.94173
H -1.60715 -0.97163 6.31088
H -1.49355 -1.17873 8.02444
H -0.12352 -2.92516 6.45991
H -1.13576 -3.55655 7.72472
H -1.73562 -3.37320 4.63726
H -1.28988 -4.75125 5.48010
H -3.68335 -4.50189 4.99190
H -3.50308 -4.52257 6.78296
H -3.84977 -2.10737 5.08035
H -5.02219 -2.74625 6.24110
H -3.50180 -1.90465 9.40557
H -3.07326 -3.41341 8.53540
H -4.70556 -2.77435 8.40383
C -0.17139 -2.50300 -4.84795
C -1.59544 -2.52605 -4.29442
C -1.91995 -3.87264 -3.68851
N -3.23116 -3.96864 -2.89120
C -3.13034 -3.27496 -1.50840
C -4.23675 -3.64285 -0.51622
C -4.51395 -5.15959 -0.39852
C -4.63654 -5.76810 -1.81018
C -3.43155 -5.45464 -2.62603
C -4.41269 -3.38759 -3.66762
H 0.31416 -1.58190 -5.17146
H -0.02681 -3.17643 -5.69649
H 0.56251 -2.81151 -4.09639
H -2.28793 -2.18272 -5.06849
H -1.78191 -1.68736 -3.61766
H -1.10420 -4.22108 -3.05537
H -2.00648 -4.59764 -4.50013
H -2.14380 -3.60767 -1.18538
H -3.12131 -2.20736 -1.72088
H -4.04651 -3.08688 0.40078
H -5.16073 -3.22367 -0.92362
H -3.81289 -5.66786 0.26833
H -5.40263 -5.21156 0.23415
H -4.60094 -6.83141 -1.56006
H -5.61278 -5.58781 -2.25555
H -2.51812 -5.81635 -2.15103
H -3.42401 -5.95619 -3.59500
H -5.30038 -3.48613 -3.04884
H -4.58056 -3.97348 -4.56933
H -4.23640 -2.33916 -3.89006
C 3.51512 -2.75500 -4.37315
C 4.78728 -3.31652 -5.04864
C 6.03485 -2.42123 -5.16814
N 7.26836 -3.13814 -5.76530
C 7.07534 -3.40624 -7.27125
C 8.36828 -4.01559 -7.86431
C 9.54802 -3.04938 -7.67402
C 9.72016 -2.59331 -6.23670
C 8.37383 -2.06902 -5.67458
C 7.55168 -4.40444 -4.97155
H 3.51860 -1.66384 -4.42591
H 3.46937 -3.00433 -3.31438
H 2.63675 -3.07143 -4.92799
H 4.41837 -3.66511 -6.01655
H 5.07246 -4.25655 -4.57421
H 6.26636 -2.12083 -4.14431
H 5.79983 -1.49349 -5.68809
H 6.81780 -2.46247 -7.74695
H 6.23147 -4.09410 -7.28394
H 8.04087 -4.06731 -8.90330
H 8.65324 -4.97323 -7.43437
H 9.43978 -2.19221 -8.34530
H 10.45378 -3.47775 -8.10723
H 10.45507 -1.78976 -6.21679
H 10.02982 -3.37819 -5.54550
H 8.06093 -1.21146 -6.26841
H 8.50005 -1.75415 -4.64016
H 8.50326 -4.79547 -5.31567
H 6.75796 -5.11054 -5.19375
H 7.57425 -4.09356 -3.93024
C -4.08851 7.01216 -1.80591
C -3.10774 5.93343 -1.27357
C -2.14150 5.63452 -2.38064
N -1.07178 4.59903 -1.92430
C -0.07903 4.47323 -3.10378
C 1.07605 3.54323 -2.79614
C 1.78666 4.01353 -1.50790
C 0.79221 4.06731 -0.38250
C -0.27193 5.08791 -0.71061
C -1.76508 3.27353 -1.72898
H -4.50937 6.77482 -2.78276
H -3.48444 7.89633 -2.03225
H -4.80585 7.31093 -1.04616
H -3.64488 5.01902 -1.01970
H -2.63218 6.25313 -0.34827
H -1.55007 6.50352 -2.67150
H -2.60294 5.19623 -3.26587
H 0.23940 5.50451 -3.26785
H -0.67794 4.21209 -3.97761
H 1.72642 3.57279 -3.67081
H 0.56695 2.57891 -2.76888
H 2.24011 4.98268 -1.72985
H 2.60713 3.30636 -1.36994
H 1.13178 4.35503 0.61614
H 0.51453 3.02635 -0.20246
H 0.08386 6.10600 -0.86850
H -0.94662 5.18712 0.14219
H -2.27645 3.12157 -2.67899
H -2.44937 3.31106 -0.88516
H -1.06089 2.46225 -1.57379
C 1.71354 -0.35554 -1.85674
F 1.57020 -0.20698 -3.16575
F 2.81526 -1.02061 -1.54028
F 1.81203 0.89412 -1.39768
S 0.14822 -1.12051 -1.10924
O -0.93729 -0.40801 -1.73699
O 0.30414 -2.53480 -1.38020
N 0.42021 -0.83951 0.57587
S -0.94459 -0.23064 1.06445
O -1.31184 1.13195 0.65523
O -2.03232 -1.15719 0.87282
C -0.52151 -0.26639 2.95197
F 0.10329 0.85538 3.21568
F -1.65086 -0.27084 3.64651
F 0.25183 -1.30950 3.32640
C 1.06677 4.84622 9.16158
F 0.77956 5.05649 10.42601
F 1.44285 6.02349 8.61979
F 2.07840 4.02660 8.96358
S -0.46502 4.16872 8.23491
O -0.86182 2.99992 8.97958
O -1.55346 5.11348 8.13339
N 0.23875 3.80959 6.67821
S 0.61402 2.26396 6.62512
O 1.37844 1.68133 7.72964
O -0.42976 1.33517 6.19494
C 1.82728 2.39345 5.13238
F 3.00756 2.96879 5.45575
F 2.12045 1.17563 4.64952
F 1.31037 3.08772 4.12871
C -4.49409 5.57732 5.84406
F -4.86121 6.70096 6.44460
F -3.84859 4.71812 6.58701
F -5.58182 4.99862 5.32162
S -3.42489 6.06289 4.32437
O -4.35279 6.03785 3.19523
O -2.85690 7.32819 4.62961
N -2.18636 4.86738 4.30547
S -2.19030 4.02902 2.98660
O -2.49819 4.63616 1.67777
O -0.93398 3.32642 2.94796
C -3.43692 2.61149 3.22524
F -4.70103 3.03353 3.22147
F -3.26966 1.81912 2.16977
F -3.20396 2.00914 4.38864
C -0.76107 1.44004 -5.85880
F 0.54671 1.24326 -5.54109
F -1.19624 0.27848 -6.34597
F -1.42768 1.79563 -4.78745
S -0.82848 2.72217 -7.29425
O -0.31351 3.96156 -6.77447
O -0.10181 2.11670 -8.39126
N -2.48483 2.73521 -7.68251
S -3.09220 4.06171 -7.13021
O -2.95681 4.34608 -5.71437
O -2.85980 5.14535 -8.04535
C -4.91280 3.76013 -7.16965
F -5.30744 3.63301 -8.44974
F -5.26909 2.69936 -6.45964
F -5.52856 4.83108 -6.66942
```

Total charge = +1
LUMO energy = -0.1088 Eh

| no. | E_tot (Eh) |
| --- | --- |
| 1 | -2982.37110 |
| 2 | -9237.74672 |